Record 1
Formula: C26H44Br2NO17
Source: the OMol25 dataset
Level of theory: ωB97M-V with the def2-TZVPD basis set

Structure (ORCA input):
```
! RIJCOSX wB97M-V def2-TZVPD def2/J DEFGRID3
* xyz -1 1
C 1.20993 -4.93170 1.87280
C 1.33704 -5.33841 0.60606
N 0.78560 -4.63140 -0.49563
C -0.36318 -5.30923 -1.13138
C -1.60414 -4.39072 -1.09530
C -2.57208 -4.71271 -2.25964
C -2.63739 -3.58586 -3.27357
O -3.01939 -2.37218 -2.62705
C 1.80715 -4.20973 -1.45896
C 1.17358 -3.42369 -2.62319
C 2.20521 -2.82392 -3.56464
O 2.19228 -1.36901 -3.46689
C 2.85041 -0.84395 -4.53499
O 4.05169 -0.92686 -4.65366
C 2.48436 -5.46223 -2.13774
O 3.26033 -6.16631 -1.45593
O 2.13513 -5.69582 -3.31503
C 2.84400 -3.26320 -0.82649
Br 4.70682 -3.61761 -1.08704
C 2.49887 -2.18581 -0.12343
C 1.10020 -1.73232 0.14811
Br 3.83192 -1.01629 0.63492
H 2.04275 -5.12506 2.53367
H 0.29476 -4.47675 2.22670
H 1.85013 -6.28159 0.43492
H -0.15596 -5.66631 -2.13760
H -0.59077 -6.16917 -0.50260
H -1.22961 -3.38730 -1.26324
H -2.09051 -4.43344 -0.12890
H -3.56845 -4.82738 -1.83643
H -2.27174 -5.63034 -2.75753
H -1.67837 -3.47226 -3.77196
H -3.42485 -3.81647 -3.99083
H -2.41550 -1.67665 -2.88371
H 0.53202 -4.05190 -3.22383
H 0.57428 -2.58720 -2.26964
H 1.91499 -3.09406 -4.58053
H 3.20224 -3.22436 -3.43064
H 2.24442 -0.31685 -5.28345
H 1.15237 -0.94952 0.90319
H 0.61316 -1.28836 -0.71249
H 0.50414 -2.51895 0.58677
C -2.87240 1.38048 5.11013
O -2.00604 0.98307 4.04575
C -0.95937 1.78790 3.86034
O -0.71075 2.77604 4.50109
O -0.24646 1.31116 2.84839
C 0.92488 2.07247 2.53242
H -3.67345 0.64777 5.15085
H -2.33987 1.37912 6.05957
H -3.29981 2.36306 4.91474
H 1.61317 2.09080 3.37575
H 0.65635 3.08631 2.23849
H 1.41113 1.58045 1.69542
C 2.48202 4.63538 5.73585
O 3.83890 4.79873 6.15698
C 4.66298 3.86935 5.67758
O 4.35585 2.95941 4.95686
O 5.88957 4.12307 6.13479
C 6.87812 3.19220 5.69039
H 1.90793 5.44196 6.18236
H 2.40519 4.70455 4.65263
H 2.08269 3.68457 6.08225
H 6.96309 3.20957 4.60560
H 6.64217 2.18695 6.03404
H 7.82233 3.50555 6.12691
C -3.90912 2.58704 1.69192
O -4.84037 3.52373 1.14324
C -5.60424 4.12152 2.05049
O -5.56865 3.93864 3.23868
O -6.42179 4.96342 1.41660
C -7.30526 5.67849 2.27884
H -3.34744 2.16758 0.86286
H -3.21814 3.08671 2.36950
H -4.43073 1.78254 2.20627
H -6.74453 6.29390 2.98012
H -7.95772 4.99260 2.81625
H -7.90953 6.32150 1.64510
C -2.43105 1.67580 -5.76903
O -1.03236 1.69357 -5.48400
C -0.41334 2.81597 -5.84319
O -0.92622 3.76954 -6.36633
O 0.87255 2.69716 -5.52217
C 1.67065 3.83408 -5.85094
H -2.80779 0.71517 -5.42976
H -2.94342 2.47051 -5.22992
H -2.60672 1.77012 -6.83913
H 1.32349 4.71553 -5.31500
H 1.66048 4.01379 -6.92445
H 2.68509 3.60408 -5.53837
*
```

Computed properties:
DFT total energy ... -7498.956651 Ha
HOMO ... -4.651 eV
Kohn-Sham gap ... 6.481 eV

Record 2
Formula: C26H44BrCeN3OP2
Source: the OMol25 dataset
Level of theory: ωB97M-V with the def2-TZVPD basis set

Structure (ORCA input):
```
! RIJCOSX wB97M-V def2-TZVPD def2/J DEFGRID3
* xyz 4 1
N 0.34766 -6.53699 -0.32956
C -0.81448 -6.02094 -0.71929
C -0.90405 -4.80934 -1.42945
C 0.28373 -4.10386 -1.69558
C 1.50147 -4.69015 -1.33026
C 1.48172 -5.91115 -0.63343
C 0.22905 -2.77834 -2.42610
Ce -1.14742 -0.93743 -2.57328
P -1.20136 1.66707 -3.73921
C 1.04698 -1.63031 -2.09780
C 1.34672 -1.10680 -0.75441
C 2.29787 -0.05068 -0.62872
C 2.38764 0.69008 0.51742
C 1.39401 0.54603 1.55338
C 0.68865 -0.70711 1.54242
C 0.64215 -1.50286 0.40675
Br -0.03403 2.41290 0.96779
H -0.04617 -2.89180 -3.50704
H 1.68123 -1.23327 -2.91475
H -1.87124 -4.44202 -1.76812
H 2.46933 -4.24920 -1.59678
H -1.71434 -6.57670 -0.46557
H 2.43175 -6.35786 -0.32464
H 2.91349 0.19619 -1.49454
H 0.06463 -2.43645 0.37199
H 3.10643 1.50958 0.58543
H 0.09849 -0.98791 2.42377
P 1.67765 1.34385 3.18105
C -2.28360 0.34339 -4.53074
C -3.02301 0.95878 -5.76555
H -3.07770 -0.02619 -3.83880
H -1.65755 -0.48580 -4.92750
H -3.78576 0.26770 -6.13351
H -3.53450 1.89488 -5.51907
H -2.33554 1.15369 -6.58970
C 0.28413 1.20144 -2.71643
C 1.13102 2.49653 -2.47841
H 0.89024 0.49080 -3.30621
H 0.02469 0.83352 -1.68283
H 2.14563 2.21976 -2.17497
H 1.17209 3.10339 -3.38828
H 0.69694 3.05379 -1.64142
C -2.30200 2.21724 -2.32508
C -2.94500 3.54252 -2.74277
H -1.68845 2.34365 -1.41650
H -3.06637 1.44479 -2.12403
H -3.32041 4.05869 -1.85307
H -2.22032 4.21270 -3.22843
H -3.78696 3.38270 -3.42826
C 0.06605 1.36616 4.02521
C -0.13727 2.60825 4.88072
H -0.03714 0.44136 4.60564
H -0.69494 1.35258 3.22465
H 0.55541 2.63768 5.73077
H 0.00005 3.50362 4.25926
H -1.16269 2.62984 5.27749
C 2.47103 2.96774 2.92156
C 3.99614 2.94115 2.82929
H 2.15375 3.60359 3.76466
H 2.02255 3.40075 2.01387
H 4.42956 2.98367 3.83312
H 4.37187 2.04985 2.31582
H 4.35507 3.81765 2.27920
C 2.81780 0.45020 4.28995
C 2.28504 -0.71311 5.12420
H 3.20355 1.23195 4.96562
H 3.66614 0.12300 3.66763
H 2.09488 -1.60152 4.51590
H 3.04523 -0.98143 5.86624
H 1.37130 -0.45613 5.66778
N -4.59787 -1.03515 0.19007
C -3.28238 -1.32404 0.19873
N -2.79337 -1.96167 1.27838
O -2.53291 -1.02629 -0.79498
H -5.18033 -1.26454 0.98622
H -4.97746 -0.58270 -0.62969
H -1.79875 -2.13057 1.32488
H -3.38541 -2.14439 2.07787
*
```

Computed properties:
DFT total energy ... -4986.872539 Ha
HOMO (spin up / spin down) ... -18.841 / -18.842 eV
Kohn-Sham gap (spin up / spin down) ... 4.015 / 3.986 eV

Record 3
Formula: C26H44CrN4O2P3S4
Source: the OMol25 dataset
Level of theory: ωB97M-V with the def2-TZVPD basis set

Structure (ORCA input):
```
! RIJCOSX wB97M-V def2-TZVPD def2/J DEFGRID3
* xyz -1 5
Cr -0.55105 0.17980 -2.20985
C 3.58955 2.05093 -0.74853
C 2.26957 1.78315 -1.43319
S 1.05925 0.97960 -0.43625
C 2.00159 2.07296 -2.77418
C 3.14353 2.67330 -3.60838
S 0.48599 1.75727 -3.59310
H 3.36831 2.02775 0.32592
H 4.02062 2.99615 -1.10347
H 4.29060 1.23019 -0.98741
H 4.15299 2.27173 -3.36921
H 3.16264 3.81988 -3.53440
H 2.91752 2.43590 -4.69857
C -3.12680 -1.34274 -0.07280
P -1.75774 -1.81140 -1.19620
C -0.81915 -3.00686 -0.09662
C -2.53733 -2.86045 -2.37703
C -2.95786 -4.20314 -2.17001
C -3.71726 -4.82972 -3.12496
C -4.08810 -4.15409 -4.30472
C -3.60016 -2.87799 -4.54626
C -2.84528 -2.22532 -3.58230
P -2.10747 -0.60000 -3.90923
C -1.23746 -0.83884 -5.55565
C -3.50438 0.52374 -4.38072
H -3.72689 -2.15886 0.31800
H -3.76743 -0.67452 -0.67919
H -2.70321 -0.80428 0.76486
H -1.58511 -3.51678 0.53073
H -0.19924 -2.37770 0.57368
H -0.20097 -3.77024 -0.67998
H -2.70521 -4.73784 -1.17234
H -3.99306 -5.86730 -3.07540
H -4.76839 -4.62446 -4.94910
H -3.99668 -2.33329 -5.40789
H -0.61669 -1.72906 -5.52948
H -0.56993 0.05299 -5.71259
H -1.98477 -0.90683 -6.35984
H -4.05456 -0.02942 -5.17518
H -3.08227 1.46090 -4.74180
H -4.13742 0.71681 -3.52341
N -2.12612 1.82888 -0.01502
C -2.31189 3.12866 0.26267
C -2.29898 3.79060 -0.95589
C -1.83143 2.85757 -1.93517
N -1.78210 1.65425 -1.36566
H -1.93584 1.12044 0.69956
H -2.56379 3.43958 1.27124
H -2.35898 4.80855 -1.20677
H -1.59496 3.07995 -2.97320
N 3.00707 -2.15998 -2.20197
C 2.96745 -1.93436 -3.57792
C 1.70380 -1.49841 -3.88681
N 1.01331 -1.37502 -2.69638
C 1.81597 -1.82892 -1.70914
H 3.78647 -2.57129 -1.74943
H 3.80769 -2.14476 -4.21126
H 1.22861 -1.48518 -4.84277
H 1.60926 -1.84556 -0.65399
C 0.00634 1.01119 8.03788
C -0.66311 0.48620 6.76580
C -0.95548 1.50622 5.67163
O 0.21308 -0.63587 6.30941
P 1.38187 -0.65610 5.24786
S 2.58771 -2.09908 5.53624
S 0.52424 -0.38958 3.40420
O 2.18361 0.76046 5.63761
C 3.49856 1.09672 5.10809
C 3.81426 0.54310 3.71107
C 3.55678 2.68183 5.07833
H -0.47726 1.95861 8.30793
H 1.02459 1.25067 7.74410
H -0.12510 0.34452 8.88072
H -1.58356 -0.11489 7.02800
H -0.10866 2.10675 5.35915
H -1.75161 2.18551 6.01890
H -1.31642 1.02514 4.76049
H 4.23180 0.72868 5.85009
H 3.00491 0.87951 3.05041
H 3.83630 -0.56257 3.75960
H 4.76157 0.97709 3.37211
H 2.64307 3.12607 4.63318
H 4.49920 3.09090 4.63314
H 3.55750 3.08206 6.14807
*
```

Computed properties:
DFT total energy ... -5048.000871 Ha
⟨S²⟩ ... 6.10
HOMO (spin up / spin down) ... -1.789 / -4.000 eV
Kohn-Sham gap (spin up / spin down) ... 3.883 / 6.185 eV
Relative energy (zero: lowest compared OMol25 entry of this formula, charge and spin) ... 1.488 eV

Maximum force
In order: 0.038; 0.075; 0.065
Unit: Eh/bohr